{"formula": "C4H3Cl3O", "method": "the ωB97M-V functional and the def2-TZVPD basis", "relative_energy_kj_mol": 0.0, "lumo_ev": [0.5, -3.2], "total_energy_ev": -43806.9037, "multiplicity": 3, "species": ["C", "H", "C", "O", "Cl", "C", "H", "Cl", "C", "H", "Cl"], "coordinates": [[-0.127, 0.217, 0.857], [-1.426, -0.810, -1.565], [0.498, 0.074, -0.506], [1.663, -0.010, -0.755], [-1.734, 0.622, 0.997], [0.617, 0.029, 1.986], [-0.117, -0.486, -2.776], [2.233, -0.482, 1.947], [-0.547, -0.068, -1.753], [-0.935, 0.962, -1.943], [-0.125, -0.049, 3.512]], "forces_ev_per_angstrom": [[-1.1810, 0.2559, -6.3834], [1.3778, 1.5669, 0.1031], [-4.1383, -0.7764, -1.5647], [1.8502, 0.1800, 0.3048], [-0.3974, 0.0826, -0.1782], [3.3461, -0.5229, 5.3982], [-0.1163, 1.0901, 2.4851], [-0.2909, -0.0210, 0.1510], [-0.4177, -0.9074, -0.4656], [-0.0274, -0.9053, 0.0021], [-0.0051, -0.0424, 0.1476]]}

***

{"formula": "C5H14OS2", "method": "the ωB97M-V functional and the def2-TZVPD basis", "relative_energy_kj_mol": 185.1, "lumo_ev": 0.5, "total_energy_ev": -29128.4765, "smiles": "CCCSSCC.O", "multiplicity": 1, "species": ["H", "H", "H", "O", "C", "C", "H", "H", "H", "H", "H", "C", "H", "S", "S", "H", "H", "C", "H", "H", "C", "H"], "coordinates": [[1.824, -1.328, 2.743], [1.370, 3.412, -0.457], [-1.504, -0.938, -4.118], [2.009, 3.984, -0.257], [1.082, 0.784, 2.407], [-1.776, -0.749, -1.925], [2.062, 1.191, 2.720], [-0.505, -2.227, -3.006], [-0.606, -2.150, -0.901], [2.321, 3.659, 0.621], [-0.065, -0.438, -3.360], [-0.890, -1.141, -0.689], [0.847, -0.566, 3.885], [-1.685, -0.589, 0.821], [-0.715, -1.634, 2.339], [-2.775, -1.413, -2.032], [0.024, -0.729, -0.891], [0.878, -0.645, 2.834], [0.950, 0.970, 1.384], [-2.229, 0.260, -1.831], [-0.947, -1.108, -3.183], [0.331, 1.395, 2.896]], "forces_ev_per_angstrom": [[-1.8146, 1.1006, -0.7325], [-4.2040, -3.5583, -1.5518], [-0.0783, -0.8327, 0.3549], [4.3868, 2.9700, 2.5783], [-0.0618, 0.3477, 0.8718], [-1.8980, -1.7808, -0.1547], [-0.3199, -0.4894, -0.1020], [-1.2819, 2.6525, -0.9512], [-0.6826, -1.3318, 1.0664], [-0.1942, 0.5777, -1.0193], [-0.4584, -0.5278, 0.6586], [-2.5992, -0.1192, -1.6808], [-0.6781, -0.2778, 1.4444], [0.8008, -0.7405, 0.6386], [1.0694, 1.3018, -0.1825], [2.2433, 1.1354, 0.7246], [2.4067, 2.0368, 0.1158], [1.3980, -1.8760, -0.3767], [-0.0002, 0.0488, -1.7044], [0.8621, -0.2154, -0.3907], [1.2741, -0.5870, 0.2529], [-0.1700, 0.1653, 0.1400]]}